[1]
Density functional theory data (ωB97M-V/def2-TZVPD) for 5 unconnected molecules or ions with the total composition C17H30ClO14PSi.

Properties
SMILES string: CCC[C@H](C)[Si@@H](O)P(O)Cl.O=C1OCCO1.O=C1OCCO1.O=C1OCCO1.O=C1OCCO1
E_tot (eV): -76471.7619
2S+1: 1

Cartesian coordinates (Å):
C (2.593, -1.317, 0.371)
C (2.058, -0.909, -1.009)
C (1.236, 0.373, -0.922)
C (-0.293, 0.238, -0.723)
C (-0.802, 1.522, -0.001)
Si (-0.848, -1.263, 0.265)
O (-1.306, -0.952, 1.828)
P (-2.722, -2.112, -0.706)
O (-2.656, -3.748, -0.476)
Cl (-2.542, -1.853, -2.749)
H (2.701, -2.399, 0.464)
H (1.904, -0.966, 1.142)
H (3.557, -0.853, 0.580)
H (1.533, -1.729, -1.503)
H (2.905, -0.693, -1.662)
H (1.387, 0.929, -1.852)
H (1.627, 1.012, -0.130)
H (-0.819, 0.220, -1.680)
H (-0.660, 1.450, 1.074)
H (-1.831, 1.766, -0.266)
H (-0.173, 2.348, -0.339)
H (0.150, -2.355, 0.317)
H (-0.690, -1.340, 2.450)
H (-1.899, -4.105, -0.958)
O (-4.976, -6.854, 4.453)
C (-4.661, -5.958, 3.743)
O (-5.403, -5.496, 2.704)
C (-4.807, -4.279, 2.244)
C (-3.377, -4.416, 2.700)
O (-3.506, -5.252, 3.858)
H (-4.902, -4.188, 1.165)
H (-5.315, -3.440, 2.722)
H (-2.750, -4.919, 1.964)
H (-2.927, -3.462, 2.962)
O (1.445, 0.588, 2.573)
C (0.768, 0.735, 3.541)
O (-0.107, 1.747, 3.716)
C (-0.908, 1.461, 4.866)
C (-0.015, 0.514, 5.647)
O (0.755, -0.099, 4.605)
H (-1.142, 2.378, 5.399)
H (-1.835, 0.988, 4.537)
H (0.663, 1.038, 6.321)
H (-0.563, -0.241, 6.204)
O (-1.262, 5.696, -1.217)
C (-1.452, 4.949, -2.117)
O (-0.557, 4.034, -2.565)
C (-1.223, 3.173, -3.494)
C (-2.370, 4.040, -3.972)
O (-2.595, 4.891, -2.844)
H (-0.544, 2.876, -4.289)
H (-1.566, 2.282, -2.964)
H (-2.098, 4.658, -4.830)
H (-3.270, 3.478, -4.207)
O (3.337, 0.165, -3.722)
C (4.344, 0.793, -3.714)
O (4.876, 1.371, -2.612)
C (6.190, 1.836, -2.934)
C (6.109, 2.001, -4.440)
O (5.120, 1.030, -4.797)
H (6.403, 2.761, -2.405)
H (6.914, 1.075, -2.636)
H (5.751, 2.990, -4.732)
H (7.044, 1.792, -4.952)

Atoms 1-6, force components in eV/Å:
C -0.43 -0.18 -0.08
C 0.81 0.25 0.15
C -0.24 -0.08 -0.70
C -0.24 0.57 0.94
C 0.50 -0.06 -0.44
Si 0.65 -0.25 -0.99

---

[2]
Density functional theory data (ωB97M-V/def2-TZVPD) for a molecular structure, C18H40P2PdSi.

Properties
<S²>: 2.2174
E_tot (eV): -49234.7543
2S+1: 3
Relative energy (zero: lowest compared OMol25 entry of this formula, charge and spin) (eV): 3.495

Cartesian coordinates (Å):
P (-1.070, 2.377, 1.646)
P (-1.056, -2.357, -1.300)
C (-0.250, 1.224, 0.433)
C (-0.518, 0.343, -0.697)
H (0.846, 0.749, 1.020)
H (0.227, 2.204, -0.053)
H (-1.394, -0.075, -1.364)
H (0.522, -0.022, -1.175)
C (0.415, -3.487, -0.922)
H (-0.113, -4.392, -0.560)
H (0.879, -2.970, -0.030)
H (1.170, -3.547, -1.732)
C (-0.625, -2.036, -3.023)
H (0.413, -2.148, -3.384)
H (-1.036, -1.057, -3.351)
H (-1.200, -2.795, -3.585)
C (0.088, 2.513, 3.013)
H (-0.581, 2.766, 3.879)
H (0.849, 3.334, 2.929)
H (0.553, 1.497, 3.297)
C (-0.990, 3.932, 0.662)
H (-1.229, 3.740, -0.361)
H (-0.103, 4.495, 0.777)
H (-1.829, 4.461, 1.062)
Pd (1.348, -0.873, 0.778)
C (2.448, -0.164, -1.769)
C (2.766, -0.920, -0.687)
C (3.980, -0.712, 0.167)
C (4.017, 0.743, 0.748)
C (2.695, 1.420, 0.775)
C (2.284, 2.211, -0.212)
C (2.831, 2.413, -1.636)
C (3.179, 1.106, -2.297)
C (-2.726, 1.741, 2.277)
H (1.773, -0.573, -2.540)
H (2.469, -1.966, -0.735)
H (4.937, -0.984, -0.338)
H (3.998, -1.367, 1.047)
H (4.560, 0.707, 1.725)
H (4.654, 1.360, 0.091)
H (2.245, 1.644, 1.748)
H (1.499, 2.982, 0.028)
H (3.639, 3.181, -1.670)
H (2.086, 2.957, -2.268)
H (3.143, 1.270, -3.392)
H (4.227, 0.858, -2.107)
H (-3.270, 1.548, 1.368)
H (-3.148, 2.596, 2.750)
H (-2.618, 0.723, 2.561)
C (-4.247, -0.939, -0.132)
Si (-2.831, -2.095, 0.278)
C (-3.218, -2.401, 2.148)
C (-3.238, -3.731, -0.579)
H (-4.566, -0.206, 0.622)
H (-5.132, -1.555, -0.356)
H (-3.983, -0.361, -1.019)
H (-4.025, -3.144, 2.229)
H (-2.337, -2.764, 2.685)
H (-3.576, -1.531, 2.710)
H (-4.208, -4.041, -0.224)
H (-3.211, -3.500, -1.633)
H (-2.412, -4.383, -0.321)

Atoms 1-6, force components in eV/Å:
P 1.14 -3.29 -2.41
P 1.82 -0.65 0.01
C 1.05 2.88 0.67
C 0.42 -2.47 -3.28
H -2.37 0.52 -0.43
H -0.81 -2.59 0.72

---

[3]
Density functional theory data (ωB97M-V/def2-TZVPD) for a gas-phase ion, C3H6O2PS (charge -1).

Properties
SMILES string: C/C=C/[P@@]([O-])(O)=S
E_tot (eV): -27429.1197
Charge: -1
2S+1: 1
Relative energy (zero: lowest compared OMol25 entry of this formula, charge and spin) (eV): 1.174

Cartesian coordinates (Å):
C (-2.311, -0.351, -0.349)
C (-0.832, -0.133, -0.482)
C (-0.018, -0.275, 0.530)
P (2.019, 0.242, -0.190)
O (1.858, 0.974, -1.464)
O (2.341, 1.421, 1.040)
S (3.337, -1.269, -0.110)
H (-2.490, -0.088, 0.766)
H (-2.417, -1.489, -0.535)
H (-2.853, 0.404, -0.945)
H (-0.506, -0.088, -1.600)
H (-0.276, -0.275, 1.569)
H (2.147, 0.926, 1.771)

Atoms 1-6, force components in eV/Å:
C 0.39 -0.25 2.12
C -0.55 -0.78 -2.47
C 4.34 1.64 -1.82
P -1.19 0.11 1.70
O -0.27 -0.01 -0.05
O 0.23 0.27 -4.24

---

[4]
Density functional theory data (ωB97M-V/def2-TZVPD) for a molecular structure, C51H38Cl2F15FeGeN4OSTe.

Properties
<S²>: 6.4597
E_tot (eV): -236349.8989
Charge: -1
2S+1: 5
Relative energy (zero: lowest compared OMol25 entry of this formula, charge and spin) (eV): 1.478

Cartesian coordinates (Å):
Fe (-1.455, 0.809, 0.036)
N (-1.803, 0.813, 2.383)
C (-3.141, 0.347, 2.779)
C (-3.139, -0.789, 3.797)
C (-2.436, -2.050, 3.293)
C (-2.891, -2.487, 1.900)
N (-2.193, -1.733, 0.853)
H (-1.142, 0.043, 2.408)
H (-1.452, 1.519, 3.018)
H (-3.660, 0.025, 1.877)
H (-3.690, 1.197, 3.188)
H (-4.180, -1.029, 4.038)
H (-2.664, -0.454, 4.724)
H (-2.614, -2.856, 4.009)
H (-1.355, -1.887, 3.254)
H (-3.964, -2.304, 1.788)
H (-2.739, -3.569, 1.800)
H (-2.577, -1.966, -0.056)
H (-1.212, -1.994, 0.826)
Cl (-0.586, 3.223, 0.775)
C (-1.973, 4.023, 0.108)
C (-2.031, 5.389, 0.002)
C (-3.160, 5.974, -0.565)
C (-4.211, 5.175, -1.008)
C (-4.149, 3.806, -0.881)
Cl (-5.451, 2.823, -1.445)
C (-3.010, 3.134, -0.335)
N (-2.878, 1.831, -0.252)
H (-1.204, 5.998, 0.344)
H (-3.217, 7.049, -0.674)
H (-5.079, 5.628, -1.467)
C (4.367, -4.244, 7.234)
C (3.733, -3.532, 6.068)
C (2.597, -4.025, 5.446)
C (2.022, -3.377, 4.356)
C (0.777, -3.981, 3.749)
C (2.583, -2.194, 3.858)
Te (1.572, -1.117, 2.160)
N (0.362, 0.074, 0.337)
C (0.878, 0.627, -0.729)
O (0.090, 1.259, -1.514)
C (2.336, 0.624, -1.059)
C (3.092, -0.542, -1.025)
C (4.447, -0.501, -1.316)
C (5.051, 0.707, -1.631)
C (4.292, 1.867, -1.701)
C (2.933, 1.823, -1.434)
C (1.276, 0.518, 3.497)
C (0.593, 0.236, 4.680)
C (0.380, 1.210, 5.639)
C (0.838, 2.502, 5.413)
C (1.526, 2.787, 4.247)
C (1.781, 1.805, 3.286)
C (2.664, 2.166, 2.125)
C (3.767, -1.721, 4.450)
C (4.505, -0.517, 3.926)
C (4.305, -2.377, 5.552)
H (3.732, -5.054, 7.593)
H (4.549, -3.551, 8.056)
H (5.331, -4.670, 6.945)
H (2.146, -4.942, 5.813)
H (0.681, -5.028, 4.037)
H (0.794, -3.923, 2.662)
H (-0.116, -3.455, 4.094)
H (2.607, -1.482, -0.799)
H (5.025, -1.416, -1.309)
H (6.114, 0.746, -1.836)
H (4.762, 2.803, -1.977)
H (2.321, 2.715, -1.498)
H (0.245, -0.775, 4.858)
H (-0.144, 0.968, 6.555)
H (0.683, 3.277, 6.154)
H (1.907, 3.788, 4.076)
H (2.184, 2.890, 1.467)
H (2.914, 1.289, 1.539)
H (3.590, 2.614, 2.493)
H (4.505, -0.507, 2.835)
H (5.538, -0.520, 4.277)
H (4.036, 0.402, 4.273)
H (5.207, -1.982, 6.011)
F (-1.821, 2.486, -2.867)
C (-0.926, 2.486, -3.852)
C (-0.701, 1.324, -4.567)
C (0.155, 1.409, -5.648)
F (0.376, 0.341, -6.430)
C (0.786, 2.589, -5.999)
F (1.596, 2.644, -7.062)
C (0.564, 3.726, -5.243)
F (1.162, 4.872, -5.575)
C (-0.297, 3.679, -4.163)
F (-0.520, 4.786, -3.448)
Ge (-1.580, -0.371, -3.971)
S (-2.209, -0.817, -2.002)
C (-3.220, -0.495, -5.164)
C (-3.639, 0.486, -6.046)
F (-2.866, 1.554, -6.296)
C (-4.846, 0.422, -6.722)
F (-5.204, 1.388, -7.576)
C (-5.685, -0.656, -6.516)
F (-6.844, -0.737, -7.168)
C (-5.310, -1.651, -5.632)
F (-6.123, -2.693, -5.427)
C (-4.097, -1.554, -4.974)
F (-3.776, -2.544, -4.139)
C (-0.322, -1.795, -4.686)
C (1.001, -1.712, -4.286)
F (1.406, -0.631, -3.612)
C (1.950, -2.671, -4.587)
F (3.216, -2.547, -4.179)
C (1.570, -3.774, -5.331)
F (2.463, -4.715, -5.640)
C (0.263, -3.888, -5.763)
F (-0.100, -4.949, -6.495)
C (-0.656, -2.901, -5.444)
F (-1.893, -3.042, -5.939)

Atoms 1-6, force components in eV/Å:
Fe 0.94 -1.29 -0.18
N 0.00 -0.49 -0.60
C -0.09 0.08 0.03
C 0.11 0.09 -0.05
C -0.18 0.06 -0.09
C 0.09 0.01 0.16

---

| no. | strongest force on any atom (hartree/bohr) |
| --- | --- |
| 1 | 0.0340 |
| 2 | 0.0822 |
| 3 | 0.0969 |
| 4 | 0.0313 |